The molecule C5H8O at a distorted geometry, computed with ωB97M-V/def2-TZVPD.

The geometry in XYZ format:
```
14
Properties=species:S:1:pos:R:3
O -1.659 -0.844 0.376
C -1.061 -1.349 -0.871
C 1.508 1.151 0.374
C 0.375 0.233 0.039
C -0.904 0.238 0.844
C 0.285 -0.654 -0.951
H 1.844 1.006 1.408
H -0.931 -2.461 -0.866
H -0.736 0.085 1.917
H 1.202 2.202 0.285
H -1.439 1.205 0.733
H 2.360 0.989 -0.290
H -1.928 -0.924 -1.338
H 1.085 -0.876 -1.661
```

Computed properties:
SMILES ... CC1=CCOC1
Lowest unoccupied orbital energy ... 1.018 eV
HOMO ... -8.78 eV
HOMO-LUMO gap ... 9.8 eV
DFT total energy ... -7360.5317 eV

---

The ion C5H12NS with charge +1 at a distorted geometry, computed with ωB97M-V/def2-TZVPD.

The geometry in XYZ format:
```
19
Properties=species:S:1:pos:R:3
S -0.802 -0.193 1.972
N -0.718 0.316 -1.132
C 0.779 0.270 1.185
C 0.279 0.919 -0.188
C -0.998 -1.090 -0.995
C -1.427 1.032 -1.893
C 1.762 -0.819 1.090
H 1.080 1.114 1.825
H 1.120 1.191 -0.802
H -0.062 -0.120 3.007
H -1.394 -1.432 -1.957
H -0.192 -1.676 -0.708
H -1.367 2.112 -1.899
H 1.820 -1.114 2.140
H -1.761 -1.081 -0.178
H 1.319 -1.541 0.261
H -2.114 0.584 -2.611
H 2.788 -0.335 0.805
H -0.112 1.865 0.077
```

Computed properties:
SMILES ... C=[N+](C)C[C@H](C)S
Net charge ... +1
Lowest unoccupied orbital energy ... -4.856 eV
HOMO ... -13.09 eV
HOMO-LUMO gap ... 8.2 eV
DFT total energy ... -17696.1024 eV